Entry from OMol25: the molecule C4H8O2 (ωB97M-V/def2-TZVPD).

```
14
Properties=species:S:1:pos:R:3:forces:R:3
H -1.506 1.174 -0.436 0.093 -0.165 -0.067
H 1.836 -0.782 -1.227 -0.247 0.146 0.041
H -0.727 -1.755 0.152 -0.087 0.158 0.012
H -1.264 -0.568 1.355 -0.036 -0.090 -0.119
C -1.329 -0.849 0.301 -0.011 -0.042 0.045
C 0.556 0.793 -0.172 0.062 -0.110 -0.196
H -2.369 -1.102 0.076 0.145 0.037 0.027
H -0.872 0.045 -1.633 0.079 0.029 0.146
H 1.201 0.771 1.619 -0.080 0.169 0.049
H 0.865 1.579 -0.884 -0.014 -0.087 0.121
O 0.539 1.297 1.135 0.119 -0.021 0.058
C -0.845 0.308 -0.567 -0.003 -0.007 -0.061
O 2.261 -0.602 0.724 -0.247 0.057 -0.405
C 1.620 -0.293 -0.257 0.227 -0.075 0.348
```
Forces are in eV/Å.

Computed properties:
- SMILES = CC[C@@H](O)C=O

=====

Entry from OMol25: a structure of composition C30H38N7O6SSn (ωB97M-V/def2-TZVPD).

```
83
Properties=species:S:1:pos:R:3:forces:R:3
C -1.455 1.833 4.815 -0.149 0.404 -0.060
C 4.664 5.691 3.330 -0.535 0.171 -1.436
N 2.067 -2.931 -0.361 0.166 -0.307 -0.210
H -2.127 -5.132 -3.533 0.021 -0.003 -0.062
S 1.564 0.705 1.627 0.140 0.330 0.461
C 1.143 -3.129 0.724 -0.893 -0.107 -0.067
H -2.271 -4.039 -5.801 0.066 -0.717 -0.745
H 0.167 -2.769 0.394 -0.205 -0.151 -0.078
H -0.595 3.982 -2.079 0.393 -0.303 -0.197
H -1.044 2.661 -0.206 0.297 0.218 -0.199
H 0.928 -3.599 -1.988 0.437 -0.241 0.407
C 3.877 4.452 2.910 0.307 0.826 0.309
C 2.018 3.462 1.700 0.446 -0.150 0.170
O -2.719 0.819 -2.865 -0.097 -0.950 -0.939
H 3.993 6.547 3.446 -0.011 -0.150 0.248
H 1.502 2.481 -1.019 -0.274 0.134 -0.466
C 2.789 4.570 2.040 -0.352 0.013 -0.083
N 0.966 0.232 -2.304 0.636 0.290 0.191
H -5.955 0.715 1.372 -0.467 -0.170 -0.424
H 0.717 -0.425 -3.022 -0.030 -0.374 -0.236
C -2.313 -3.237 -2.539 0.336 -1.250 -0.484
H 2.683 -3.768 -2.126 0.097 0.032 -0.311
H 2.642 1.387 -3.025 -0.169 -0.042 0.048
O -2.089 -3.052 -0.193 0.183 -0.595 -0.489
C -0.895 1.276 2.544 0.599 0.177 -0.818
C -2.412 -2.092 -5.043 -0.353 0.300 1.239
C -2.249 -4.067 -3.668 0.085 0.529 0.095
H 5.346 6.007 2.523 -0.106 -0.289 0.177
N -0.011 1.020 1.461 -0.174 0.081 -0.128
H -5.327 1.522 3.624 -0.321 -0.064 -0.194
C -3.247 1.446 3.232 0.264 0.877 0.615
H 3.025 -2.976 -0.054 0.236 0.084 0.193
C -2.793 1.840 4.544 -0.284 -0.364 -0.373
H 1.103 1.545 -3.902 0.219 0.171 0.015
H 0.085 -4.710 1.843 0.089 0.335 -0.114
C 1.554 1.457 -2.908 -0.265 -0.365 0.331
H 1.409 -2.478 1.520 0.340 0.375 0.915
C -2.759 0.085 -3.847 -0.196 1.860 0.208
C 2.379 2.203 2.189 0.018 0.108 -0.238
H -0.682 2.587 -3.153 -0.100 -0.048 0.450
N -1.156 2.239 -1.128 -0.406 -0.404 0.632
C 1.761 -5.356 -1.033 -0.650 0.288 -0.591
H 5.256 5.562 4.210 0.204 -0.238 0.610
C 1.856 -3.869 -1.433 0.123 -0.331 -0.656
H 4.950 3.100 4.213 -0.162 0.109 -0.620
C 3.460 2.081 3.054 -0.056 0.134 -0.179
Sn -0.843 0.021 -0.434 -0.174 -0.247 -0.053
N 0.735 -5.435 0.020 -0.800 -0.313 0.047
C -0.345 2.907 -2.155 -0.162 1.089 -0.206
C -2.532 -1.371 -3.844 -0.419 -0.932 -0.845
O 2.030 0.434 0.275 -0.315 0.186 0.237
H 0.635 -6.387 0.345 -0.055 -0.294 -0.022
N -2.629 0.864 0.952 -0.438 -0.236 0.506
H -2.496 -1.594 -5.989 0.168 0.033 -0.258
C -2.308 -3.467 -4.914 -0.036 0.208 0.219
C -3.900 0.637 0.673 0.061 0.235 0.080
H 1.835 -4.976 1.752 -0.316 0.412 -0.333
H -3.485 2.140 5.331 -0.054 -0.335 -0.316
C -0.503 1.601 3.810 1.473 -0.410 0.075
C 1.162 2.662 -2.059 0.452 0.055 0.050
H -1.102 2.057 5.809 -0.017 0.123 0.138
H 1.147 3.564 1.070 -0.067 0.062 -0.107
H 3.717 1.107 3.431 0.031 -0.162 0.146
H 0.601 1.628 4.007 -1.340 -0.004 0.138
H -2.153 2.344 -1.336 0.360 -0.195 -0.154
O -1.426 -4.969 -1.153 -0.050 -0.221 -0.545
H -0.269 -5.164 -0.426 0.014 -0.175 -0.008
H 2.649 -5.849 -0.652 0.520 0.385 -0.040
C 0.959 -4.570 1.199 0.855 -0.217 0.442
C -1.943 -3.811 -1.163 -0.553 1.512 1.011
H 1.723 3.542 -2.423 -0.380 -0.245 0.141
H -4.138 0.279 -0.323 0.125 0.002 -0.030
N -2.531 -1.950 -2.652 0.499 0.959 0.652
C -2.290 1.234 2.236 0.507 -0.674 -0.600
H -3.159 1.560 -4.958 0.064 -0.488 -0.069
H 2.511 5.558 1.662 0.088 -0.345 0.116
O -3.018 0.600 -5.082 0.150 -0.063 0.852
C -4.602 1.310 2.849 0.518 0.021 0.778
C -4.927 0.866 1.606 0.258 0.186 0.188
H 1.414 -5.927 -1.918 0.062 0.198 0.587
H 1.631 -0.222 -1.666 -0.209 0.167 -0.339
O 1.850 -0.306 2.613 -0.140 0.088 0.008
C 4.194 3.208 3.422 -0.133 -0.600 0.598
```
Forces are in eV/Å.

Computed properties:
- net charge = +1

=====

Entry from OMol25: a structure of composition C4H11N3O (ωB97M-V/def2-TZVPD).

```
19
Properties=species:S:1:pos:R:3:forces:R:3
H 1.929 1.412 0.239 -0.712 -3.538 -0.037
C 1.424 0.310 0.035 -2.085 5.117 -1.583
C -0.358 1.799 -0.122 -0.330 3.209 9.100
O 1.157 -2.062 -0.182 0.558 3.424 1.200
H -0.876 -0.594 -1.336 0.330 1.494 3.421
H -0.529 1.956 -1.048 -0.084 0.086 -7.076
H 2.291 -1.159 1.708 -1.130 0.924 -4.226
N -3.149 -1.126 0.123 1.542 -1.158 -2.259
C -2.044 -0.617 0.496 -0.029 -0.071 -1.342
H 0.280 -1.536 -0.313 1.471 -2.014 0.523
H -3.000 -1.557 -0.877 -0.600 1.115 1.995
N -0.033 0.472 0.406 2.049 4.390 -0.246
H -1.920 -0.211 1.454 -0.220 0.472 1.528
H 1.411 0.216 -1.077 0.047 0.536 0.219
N -0.819 -0.382 -0.183 -4.418 -5.437 -4.335
H 3.094 -0.870 -0.325 -2.883 -0.534 2.799
H -1.328 2.510 0.249 1.990 -2.731 0.116
H 0.485 2.344 0.339 -0.724 0.841 -1.039
C 1.985 -0.904 0.416 5.226 -6.125 1.242
```
Forces are in eV/Å.

=====

Entry from OMol25: the molecule C3H3NO3 (ωB97M-V/def2-TZVPD).

```
10
Properties=species:S:1:pos:R:3:forces:R:3
H -0.729 0.318 2.515 -1.352 -3.875 -1.569
O 0.771 0.063 -2.262 -0.354 -0.444 0.130
C 0.358 0.055 -1.126 -0.803 -1.364 -4.880
H -1.269 -1.430 -1.058 0.457 0.807 0.751
N 0.348 0.608 0.840 -2.141 -0.469 9.053
O -1.009 -0.657 2.041 -0.151 2.549 2.105
H 1.082 0.455 1.562 -0.266 0.100 -1.063
C -0.685 -0.681 -0.481 -2.429 -4.147 -2.262
C -0.615 -0.439 0.806 2.655 3.057 0.680
O 0.753 0.944 -0.290 4.385 3.785 -2.944
```
Forces are in eV/Å.

Computed properties:
- SMILES = O=c1cc(O)[nH]o1

=====

Entry from OMol25: a cluster of 8 separate species, C31H32Cl4F40O6 in total (ωB97M-V/def2-TZVPD).

```
113
Properties=species:S:1:pos:R:3:forces:R:3
C -8.746 3.126 -7.602 -1.343 0.626 1.670
H -0.527 -7.653 6.882 0.012 -0.091 -0.711
F -9.578 4.227 -7.715 0.216 -0.726 -0.521
H 7.564 4.668 -3.413 -0.568 0.406 -0.283
C 3.745 1.731 8.882 0.767 0.094 -1.851
F -3.579 -6.547 6.761 0.178 -0.138 -1.430
C -5.347 10.786 -1.327 -0.749 -2.613 -1.237
F 6.102 -10.032 -6.083 2.397 1.317 0.300
F -1.434 -8.989 9.722 -1.309 -2.019 0.135
F 0.084 -7.789 11.620 0.152 0.245 -0.392
F 0.331 -7.983 9.030 0.115 -0.425 0.657
H -3.228 6.592 -1.004 -0.031 -1.004 0.025
O -7.936 1.668 -5.813 -0.602 -1.125 1.349
H -6.854 2.503 -7.946 0.230 -0.616 -1.532
F -1.809 5.882 -2.343 -0.988 1.150 0.204
O -2.996 9.049 -1.054 0.555 -0.839 -1.103
F -6.431 11.313 -1.954 0.215 1.360 0.540
H 7.687 3.550 -1.409 0.324 0.008 0.504
C 4.919 -10.216 -6.607 -1.415 0.078 1.172
H -3.331 -8.323 4.937 0.016 -0.277 0.229
C -7.807 1.330 -4.398 0.901 1.711 -3.190
C 5.968 4.717 -1.131 -1.772 -0.412 0.181
H 2.735 -8.872 -8.977 -0.275 0.790 0.546
F 2.619 -0.081 7.616 0.201 -0.966 0.908
F -7.310 2.459 -3.830 -0.694 -0.549 0.824
F -1.724 -5.650 5.979 -0.411 -0.112 -0.574
O 3.789 3.866 7.520 -0.747 -0.121 1.767
F 1.794 6.670 7.208 -3.019 1.659 0.726
C -6.801 0.188 -4.238 -0.958 -2.334 1.361
F -5.277 11.039 -0.003 -0.111 0.830 -0.352
H 6.250 -4.905 1.397 -0.674 0.047 -0.223
C 1.047 -8.386 -6.788 2.634 -3.259 -2.351
H 6.962 7.338 -1.834 -0.142 -0.278 0.651
F -6.670 4.204 -7.322 0.936 3.232 1.395
C 7.404 4.599 -1.323 2.691 -1.356 1.517
Cl 1.115 -2.247 -2.144 -0.510 0.143 0.089
F -6.549 -0.138 -2.887 -0.905 0.864 -1.294
C 0.306 -1.816 -0.608 0.922 -0.211 -0.078
C 2.634 5.761 6.867 1.558 -1.450 -0.842
H -5.577 9.728 -1.451 0.665 -0.347 0.331
H 4.232 -10.114 -5.768 -0.549 -0.513 -0.086
F -0.095 -9.569 -5.002 -0.352 0.867 -0.494
H -8.390 3.619 -5.603 -0.539 0.276 0.235
O 2.114 -9.380 -6.905 -0.798 0.983 0.729
O -1.581 -7.053 8.423 -0.630 0.527 4.847
C -8.848 2.774 -6.117 2.401 0.656 0.967
C 6.655 6.450 -2.387 0.590 -1.026 -3.669
F -1.361 6.954 -0.547 1.211 0.676 1.053
Cl 4.794 -6.044 2.836 0.453 -0.302 -0.498
F -3.061 -6.709 3.925 -0.110 1.312 -1.551
H -2.721 10.986 -0.408 0.045 -0.341 0.096
H 6.459 6.729 -3.422 -0.225 0.880 0.070
F -7.374 3.907 -9.428 0.125 -0.318 1.559
H 7.035 -6.253 1.925 -0.471 -1.083 0.105
F -1.655 8.542 -2.889 0.844 0.948 -0.525
H -7.106 -0.733 -4.734 -0.957 0.001 0.278
H 5.733 5.026 -0.113 -0.358 -0.474 0.149
O 5.525 5.715 -2.020 -0.679 0.864 0.544
F -5.661 0.449 -4.766 2.661 1.536 -1.108
C -4.039 11.115 -2.057 0.137 -1.502 0.625
C 0.331 -8.342 -5.383 2.058 0.128 -0.828
F 4.492 0.979 9.715 0.019 0.301 0.297
Cl 5.625 -6.680 -0.005 0.106 -0.001 0.761
H 7.903 5.100 -0.494 0.388 -0.361 0.143
H 5.416 2.829 8.098 -0.048 -0.112 -0.142
H 0.969 -7.916 -4.609 0.371 -0.419 -0.004
H -9.887 2.644 -5.812 0.121 -0.348 -0.221
H 2.510 5.350 5.865 -1.134 -0.664 0.216
H -1.921 10.519 -1.925 -0.196 0.640 -0.176
C -2.840 10.440 -1.344 0.248 -0.127 -0.370
C -2.636 8.135 -2.112 -0.498 2.300 0.914
H -0.255 -2.696 -0.291 0.385 0.159 0.293
F 4.556 -7.874 -7.039 -0.050 1.124 1.599
C -2.385 -6.829 6.120 1.326 0.055 3.693
F -0.609 -7.421 -5.588 -1.564 -0.145 0.169
H 8.726 5.708 -2.676 0.109 -0.039 0.404
C 3.489 0.937 7.523 -2.678 2.395 0.080
H 5.534 3.767 -1.443 -0.738 0.130 0.429
C -0.936 -7.824 9.538 1.893 3.091 -4.917
F -4.114 10.738 -3.365 -0.235 -0.017 0.424
F 1.542 -7.224 -7.175 0.078 1.251 0.808
F 0.225 -8.741 -7.797 -1.331 0.157 0.453
F -0.481 -5.804 10.774 -0.240 -1.307 -0.042
C 6.046 -5.961 1.572 0.577 1.339 -0.147
C 2.773 4.715 7.995 0.501 -0.488 -3.163
C -2.574 -7.550 4.800 -1.057 -1.483 1.070
F 3.773 6.415 6.704 2.608 0.809 0.283
C -7.349 3.459 -8.121 -0.987 -3.503 -1.268
F -8.975 0.953 -3.929 -0.551 0.337 0.823
F -3.720 7.995 -2.866 -0.615 -0.507 -0.701
C 4.443 3.065 8.529 1.265 0.061 -0.513
F -3.857 12.417 -2.018 0.486 1.764 -0.102
F 4.550 0.566 6.840 1.509 -0.505 0.235
F -9.261 2.045 -8.216 -0.049 0.283 -1.327
F 3.046 5.325 9.136 -0.218 -0.479 0.566
F 2.588 2.072 9.460 -0.613 -0.770 0.335
C 7.714 5.322 -2.555 0.379 1.657 -0.639
C -2.280 6.853 -1.475 -0.986 -2.374 0.353
H -1.864 -8.680 7.300 -0.542 -0.141 -0.603
C 3.012 -9.398 -8.063 -0.418 -0.214 1.295
H 2.939 1.657 6.918 0.179 0.364 -0.178
H -1.782 -7.266 11.379 -0.165 0.583 0.100
C 4.435 -9.058 -7.592 -1.946 -2.670 0.501
C -0.828 -7.124 10.871 -0.755 1.071 0.762
F 1.588 4.046 8.010 0.252 0.277 0.899
Cl 1.648 -1.395 0.559 -1.272 -0.174 -0.380
H 3.123 -10.417 -8.432 -0.467 -0.344 0.420
F 4.983 -11.536 -7.010 -1.063 1.121 -0.996
F -1.456 -8.165 4.341 0.176 0.619 0.193
H 4.676 3.704 9.381 -0.402 -0.404 0.375
F 5.109 -9.014 -8.683 2.693 -0.247 -3.227
C -1.572 -7.636 7.188 1.354 -1.509 -1.469
H -0.383 -0.986 -0.760 0.479 0.079 0.077
```
Forces are in eV/Å.

Computed properties:
- SMILES = FC(F)C(F)(F)COC(F)(F)C(F)F.FC(F)C(F)(F)COC(F)(F)C(F)F.FC(F)C(F)(F)COC(F)(F)C(F)F.FC(F)C(F)(F)COC(F)(F)C(F)F.FC(F)C(F)(F)COC(F)(F)C(F)F.C1CCOC1.ClCCl.ClCCl

=====

Number 1: frontier orbital gap 11.28 eV, largest force on an atom 0.0093 hartree/bohr. Number 2: frontier orbital gap 7.80 eV, largest force on an atom 0.0370 hartree/bohr. Number 3: frontier orbital gap 9.88 eV, largest force on an atom 0.1878 hartree/bohr. Number 4: frontier orbital gap 9.40 eV, largest force on an atom 0.1811 hartree/bohr. Number 5: frontier orbital gap 10.05 eV, largest force on an atom 0.1188 hartree/bohr.